Entry 1:
C4H29N2O12 | ωB97M-V/def2-TZVPD

Cartesian coordinates (Å):
O  -0.04  -0.86  -2.11
C  -1.06  -0.47  -1.49
N  -1.50  -0.96  -0.32
C  3.15  -2.66  1.07
O  3.25  -1.77  1.92
C  -1.77  0.80  -1.98
C  -2.80  0.45  -2.95
N  -0.72  1.72  -2.59
H  -1.04  -1.79  0.03
H  3.09  -3.69  1.42
H  2.93  -2.24  0.11
H  -2.13  1.35  -1.08
H  -3.46  1.26  -3.19
H  -2.42  0.01  -3.91
H  -3.50  -0.34  -2.63
H  -0.18  1.06  -3.14
H  -1.16  2.40  -3.21
H  1.02  -3.08  2.49
H  -0.04  -3.18  3.53
O  0.41  -3.72  2.86
H  0.80  1.59  0.14
H  -0.18  2.46  -0.75
O  0.25  2.40  0.12
H  -0.57  3.71  0.70
H  -1.96  4.20  1.06
O  -1.08  4.55  0.91
H  -3.12  0.11  0.40
H  -2.49  1.36  0.91
O  -3.24  1.08  0.37
H  -2.88  -0.97  2.05
H  -2.24  -2.06  1.21
O  -2.86  -1.92  1.92
H  2.70  2.64  -0.14
H  2.66  1.45  -1.15
O  2.61  1.69  -0.21
H  -0.23  1.71  2.30
H  -0.46  0.44  3.08
O  -0.90  1.26  2.81
H  1.28  -3.42  -1.07
H  0.53  -2.01  -1.33
O  1.25  -2.51  -0.77
H  2.51  -1.41  -2.76
H  2.69  -1.31  -1.22
O  3.07  -1.03  -2.08
H  2.97  -0.07  2.51
H  3.87  1.05  3.00
O  3.00  0.67  3.15

Results
Charge   -1
ΔE to the lowest compared entry with this formula, charge and spin   68.1 kcal/mol
E_HOMO   -0.2061 Eh
Gap between HOMO and LUMO   8.382 eV
E_LUMO   2.77 eV

Atom charges from the Löwdin analysis, given in e for atoms 1 to 8: -0.077, -0.538, 0.075, -0.062, -0.036, -0.384, -0.089, 0.030

***

Entry 2:
C7H8N2 | ωB97M-V/def2-TZVPD

Cartesian coordinates (Å):
C  0.88  1.60  1.22
C  -2.24  -0.63  0.07
C  -1.54  -1.70  0.47
C  -1.53  0.07  -1.04
C  -0.44  -1.64  -0.46
C  2.56  0.71  -0.17
C  2.25  1.40  0.90
N  -0.18  1.77  1.58
N  -0.33  -0.70  -1.33
H  -3.23  -0.25  0.46
H  -1.77  -2.33  1.38
H  -1.38  1.20  -0.96
H  0.52  -2.27  -0.48
H  -2.07  0.22  -1.99
H  1.93  0.15  -0.76
H  3.52  0.71  -0.50
H  3.04  1.68  1.62

Results
Structure (SMILES)   C1=CCN=C1.C=CC#N
Charge   0
ΔE to the lowest compared entry with this formula, charge and spin   55.6 kcal/mol
E_HOMO   -0.3556 Eh
Gap between HOMO and LUMO   10.356 eV
E_LUMO   0.68 eV

Atom charges from the Löwdin analysis, given in e for atoms 1 to 8: -0.250, -0.098, -0.068, -0.262, -0.229, 0.051, -0.147, 0.168

***

Entry 3:
C7H16AgFO4 | ωB97M-V/def2-TZVPD

Cartesian coordinates (Å):
F  -1.65  1.71  2.72
C  -2.85  0.00  0.59
O  -1.56  0.60  0.58
C  -0.93  0.83  1.77
C  0.48  1.36  1.67
O  1.23  0.52  0.83
C  2.52  0.99  0.51
C  3.16  -0.01  -0.42
O  2.36  -0.13  -1.58
C  2.84  -1.09  -2.50
H  -3.37  0.36  -0.30
H  -2.70  -1.08  0.45
H  -3.44  0.27  1.47
H  -0.97  -0.12  2.33
H  0.91  1.39  2.68
H  0.45  2.40  1.31
H  3.13  1.11  1.41
H  2.44  1.98  0.01
H  3.24  -0.99  0.09
H  4.17  0.33  -0.68
H  2.19  -1.06  -3.38
H  3.88  -0.85  -2.80
H  2.82  -2.10  -2.06
O  -1.46  -1.61  -1.95
C  -1.34  -2.77  -1.22
Ag  0.04  -0.21  -1.07
H  -1.47  -3.69  -1.84
H  -0.39  -2.95  -0.66
H  -2.10  -2.84  -0.40

Results
Charge   0
E_HOMO   -0.2627 Eh
Gap between HOMO and LUMO   7.644 eV
E_LUMO   0.50 eV

Atom charges from the Löwdin analysis, given in e for atoms 1 to 8: -0.047, -0.047, -0.173, -0.319, -0.137, -0.198, -0.180, -0.204

***

Entry 4:
C51H53CsN10P2S2 | ωB97M-V/def2-TZVPD

Cartesian coordinates (Å):
Cs  -0.18  -0.38  0.21
C  1.03  -4.19  -5.58
C  0.06  -3.92  -4.47
C  -1.21  -3.41  -4.71
C  -2.08  -3.11  -3.67
C  -1.76  -3.32  -2.31
N  -2.60  -2.96  -1.31
C  -3.90  -3.30  -1.38
C  -4.44  -4.36  -2.16
C  -5.78  -4.70  -2.13
C  -6.70  -4.03  -1.33
C  -8.16  -4.41  -1.30
C  -6.20  -2.99  -0.56
C  -4.87  -2.63  -0.58
N  -4.47  -1.51  0.22
C  -4.45  -0.22  -0.16
C  -3.98  0.51  0.91
C  -3.72  -0.46  1.90
N  -4.03  -1.68  1.48
C  -0.46  -3.85  -2.09
C  0.41  -4.12  -3.14
N  0.03  -4.11  -0.78
C  0.71  -5.20  -0.36
C  1.09  -4.97  0.94
C  0.58  -3.69  1.23
N  -0.06  -3.19  0.19
H  0.51  -4.42  -6.51
H  1.69  -5.03  -5.35
H  1.67  -3.32  -5.77
H  -1.52  -3.22  -5.73
H  -3.06  -2.70  -3.89
H  -3.76  -4.92  -2.79
H  -6.12  -5.53  -2.74
H  -8.33  -5.34  -1.84
H  -8.80  -3.65  -1.75
H  -8.52  -4.56  -0.27
H  -6.87  -2.43  0.09
H  -4.77  0.07  -1.14
H  -3.83  1.57  0.98
H  -3.31  -0.32  2.89
H  1.40  -4.48  -2.90
H  0.86  -6.05  -1.00
H  1.65  -5.62  1.59
H  0.65  -3.11  2.14
S  3.33  -0.11  -0.99
P  3.25  0.87  0.77
C  1.91  0.54  1.69
P  1.26  1.53  2.86
S  -0.74  1.76  2.73
C  2.01  3.20  3.09
C  3.32  3.33  3.55
C  3.90  4.58  3.70
C  3.19  5.73  3.36
C  1.90  5.61  2.86
C  1.31  4.36  2.73
C  1.50  0.73  4.52
C  1.98  1.30  5.70
C  2.16  0.54  6.85
C  1.86  -0.81  6.85
C  1.35  -1.39  5.70
C  1.18  -0.64  4.56
C  4.85  0.45  1.62
C  4.80  -0.02  2.92
C  5.96  -0.42  3.58
C  7.19  -0.33  2.94
C  7.25  0.14  1.63
C  6.09  0.52  0.97
C  3.51  2.65  0.31
C  2.53  3.21  -0.51
C  2.61  4.52  -0.93
C  3.69  5.31  -0.54
C  4.66  4.78  0.28
C  4.57  3.45  0.71
H  3.90  2.44  3.76
H  4.92  4.66  4.07
H  3.65  6.70  3.46
H  1.35  6.49  2.56
H  0.30  4.25  2.37
H  2.19  2.36  5.73
H  2.55  1.01  7.75
H  2.01  -1.40  7.75
H  1.08  -2.45  5.69
H  0.81  -1.09  3.65
H  3.83  -0.10  3.41
H  5.90  -0.80  4.60
H  8.10  -0.64  3.45
H  8.20  0.20  1.12
H  6.12  0.85  -0.06
H  1.70  2.58  -0.82
H  1.84  4.94  -1.57
H  3.76  6.35  -0.87
H  5.49  5.39  0.62
H  5.33  3.05  1.37
C  -2.50  1.31  -2.61
N  -3.28  2.14  -3.55
C  -2.72  1.94  -4.89
N  -1.30  2.30  -4.97
C  -0.57  1.47  -4.00
N  -1.08  1.66  -2.64
C  -0.93  3.07  -2.28
N  -1.67  3.94  -3.21
C  -3.08  3.54  -3.18
C  -1.16  3.70  -4.56
H  -2.61  0.26  -2.87
H  -2.88  1.47  -1.60
H  -3.28  2.57  -5.60
H  -2.84  0.90  -5.17
H  0.49  1.72  -4.02
H  -0.69  0.42  -4.27
H  0.13  3.33  -2.31
H  -1.30  3.22  -1.27
H  -3.64  4.17  -3.87
H  -3.47  3.69  -2.17
H  -0.10  3.97  -4.59
H  -1.71  4.33  -5.26
N  -2.29  -3.20  3.29
H  -3.29  -3.29  3.20
H  -1.95  -3.37  2.34
H  -2.13  -2.21  3.44

Results
Charge   -2
ΔE to the lowest compared entry with this formula, charge and spin   19.0 kcal/mol
E_HOMO   -0.0628 Eh
Gap between HOMO and LUMO   5.362 eV
E_LUMO   3.65 eV

Atom charges from the Löwdin analysis, given in e for atoms 1 to 8: 0.792, -0.072, -0.302, -0.071, -0.047, -0.263, 0.093, -0.263

***

Entry 5:
C24H44Cl3CoN4O3SSi | ωB97M-V/def2-TZVPD

Cartesian coordinates (Å):
C  4.14  -1.41  0.89
C  3.28  -1.17  2.08
H  5.13  -0.92  0.96
H  3.63  -1.02  -0.01
H  4.31  -2.49  0.72
C  3.76  -0.79  3.28
C  5.19  -0.55  3.60
H  3.08  -0.66  4.13
H  5.85  -0.49  2.72
H  5.58  -1.36  4.23
H  5.30  0.39  4.17
Co  0.31  -0.60  -0.55
Cl  -0.33  -2.71  -0.50
Cl  1.56  0.36  -2.03
H  -4.10  1.34  -3.36
H  -3.51  -0.60  -5.04
C  -3.02  1.53  -3.27
C  -2.47  -0.25  -4.92
N  -2.28  0.31  -3.59
H  -2.76  1.87  -2.27
C  -1.52  -0.31  -2.68
O  -1.38  0.15  -1.51
H  -1.78  -1.09  -5.04
H  -1.02  -1.24  -3.01
H  -2.76  2.30  -4.02
H  -2.27  0.52  -5.67
H  3.73  1.53  0.90
H  2.88  1.81  3.24
C  3.12  2.37  0.53
C  2.49  2.76  2.87
N  2.07  2.64  1.49
H  2.69  2.11  -0.44
C  0.82  3.05  1.10
O  0.43  3.14  -0.05
H  1.62  3.07  3.46
H  0.19  3.27  1.99
H  3.78  3.25  0.43
H  3.28  3.52  2.97
O  1.50  -0.28  0.92
C  1.79  -1.31  1.79
C  0.67  -0.27  3.84
C  0.87  -1.36  3.00
H  1.16  0.68  3.59
C  -0.12  -0.40  4.98
H  1.67  -2.26  1.26
C  0.26  -2.59  3.31
H  -0.27  0.48  5.61
C  -0.68  -1.63  5.32
C  -0.50  -2.73  4.48
H  0.42  -3.44  2.63
H  -1.27  -1.74  6.23
H  -0.93  -3.71  4.72
Si  3.43  0.22  -4.52
Cl  4.31  -0.56  -2.75
C  3.06  2.06  -4.46
C  1.97  -0.84  -5.03
C  4.76  -0.08  -5.85
H  2.65  2.38  -3.50
H  2.32  2.31  -5.23
H  3.97  2.65  -4.69
H  5.58  0.66  -5.78
H  4.34  0.01  -6.86
H  5.20  -1.09  -5.77
H  1.18  -0.77  -4.27
H  2.26  -1.89  -5.13
H  1.57  -0.50  -5.99
S  -0.91  0.35  1.29
C  -2.57  -0.06  1.17
N  -2.98  -1.27  0.78
C  -4.37  -1.69  0.83
C  -5.30  -0.53  0.56
C  -4.94  0.67  1.42
N  -3.50  0.86  1.51
H  -2.24  -1.92  0.50
H  -4.58  -2.09  1.82
H  -4.51  -2.48  0.08
H  -6.34  -0.84  0.78
H  -5.26  -0.25  -0.49
H  -5.35  0.52  2.42
H  -5.39  1.59  1.01
H  -3.13  1.75  1.83

Results
⟨S²⟩   6.0170
Charge   0
ΔE to the lowest compared entry with this formula, charge and spin   0.0 kcal/mol
E_HOMO (spin up / spin down)   -0.2956 / -0.2924 Eh
Spin multiplicity   5
Gap between HOMO and LUMO (spin up / spin down)   8.204 / 6.762 eV
E_LUMO (spin up / spin down)   0.16 / -1.19 eV

Atom charges from the Löwdin analysis, given in e for atoms 1 to 8: -0.054, -0.226, 0.072, 0.035, 0.101, -0.118, -0.097, 0.099

***

Entry 6:
C40H45BNO5TeTl | ωB97M-V/def2-TZVPD

Cartesian coordinates (Å):
Tl  0.92  1.71  1.25
C  -2.93  3.03  -0.89
C  -2.62  2.82  0.56
C  -2.49  3.92  1.42
C  -2.17  3.73  2.76
C  -1.98  2.45  3.26
C  -2.12  1.36  2.42
C  -2.44  1.55  1.08
H  -3.88  3.55  -1.02
H  -2.99  2.08  -1.42
H  -2.15  3.64  -1.36
H  -2.62  4.92  1.03
H  -2.07  4.59  3.41
H  -1.72  2.31  4.30
H  -1.97  0.35  2.79
H  -2.52  0.68  0.44
C  0.49  1.42  -2.28
O  1.56  1.12  -1.41
C  2.79  1.69  -1.86
C  3.83  1.56  -0.78
O  3.67  2.60  0.16
C  4.73  2.65  1.09
H  0.71  1.06  -3.29
H  0.30  2.50  -2.30
H  -0.38  0.89  -1.90
H  2.64  2.75  -2.11
H  3.13  1.16  -2.75
H  4.83  1.61  -1.22
H  3.70  0.60  -0.27
H  4.84  1.68  1.60
H  4.49  3.42  1.82
H  5.67  2.90  0.59
C  -5.95  -6.31  -0.78
C  -4.85  -5.31  -0.51
C  -5.12  -4.04  -0.04
C  -4.10  -3.13  0.24
C  -4.53  -1.75  0.72
C  -2.75  -3.47  0.04
Te  -1.11  -2.08  0.77
N  0.72  -0.65  1.25
C  1.95  -0.76  1.62
O  2.76  0.24  1.86
C  2.60  -2.12  1.82
C  3.90  -2.32  1.37
C  4.53  -3.54  1.55
C  3.87  -4.58  2.20
C  2.57  -4.39  2.64
C  1.93  -3.16  2.45
C  -0.28  -2.14  -1.18
C  1.06  -2.54  -1.30
C  1.70  -2.58  -2.53
C  1.00  -2.23  -3.68
C  -0.32  -1.83  -3.57
C  -0.98  -1.77  -2.34
C  -2.42  -1.33  -2.31
C  -2.48  -4.77  -0.43
C  -1.06  -5.25  -0.63
C  -3.51  -5.66  -0.70
H  -6.93  -5.84  -0.70
H  -5.91  -7.14  -0.08
H  -5.86  -6.73  -1.79
H  -6.15  -3.75  0.13
H  -5.48  -1.81  1.25
H  -4.66  -1.07  -0.12
H  -3.79  -1.31  1.39
H  4.42  -1.50  0.89
H  5.54  -3.69  1.19
H  4.36  -5.53  2.36
H  2.04  -5.19  3.13
H  0.92  -3.02  2.78
H  1.60  -2.82  -0.41
H  2.73  -2.89  -2.59
H  1.48  -2.26  -4.65
H  -0.86  -1.53  -4.46
H  -2.67  -0.78  -3.22
H  -2.61  -0.69  -1.44
H  -3.09  -2.18  -2.22
H  -0.45  -5.03  0.25
H  -0.59  -4.76  -1.48
H  -1.04  -6.33  -0.81
H  -3.27  -6.65  -1.06
O  0.45  5.18  0.95
B  0.76  4.30  -0.10
O  1.86  4.80  -0.81
C  2.26  5.93  -0.14
C  3.33  6.75  -0.40
C  3.52  7.84  0.46
C  2.66  8.08  1.52
C  1.57  7.23  1.77
C  1.40  6.16  0.92
H  4.01  6.55  -1.23
H  4.37  8.50  0.30
H  2.83  8.92  2.17
H  0.89  7.40  2.59

Results
⟨S²⟩   0.7699
Charge   -1
ΔE to the lowest compared entry with this formula, charge and spin   40.5 kcal/mol
E_HOMO (spin up / spin down)   -0.1307 / -0.1407 Eh
Spin multiplicity   2
Gap between HOMO and LUMO (spin up / spin down)   5.988 / 5.838 eV
E_LUMO (spin up / spin down)   2.43 / 2.01 eV

Atom charges from the Löwdin analysis, given in e for atoms 1 to 8: 1.032, -0.040, -0.285, -0.066, -0.091, -0.113, -0.145, -0.101

***

Entry 7:
C5H10O | ωB97M-V/def2-TZVPD

Cartesian coordinates (Å):
C  1.53  0.47  0.37
C  0.03  0.34  0.10
C  -0.45  1.78  0.10
C  -0.59  -0.79  0.84
C  -0.21  -0.48  -1.12
H  1.68  0.92  1.43
H  2.06  -0.54  0.28
H  2.00  1.20  -0.27
H  -0.15  2.31  -0.87
H  -0.13  2.33  1.01
H  -1.65  1.89  0.19
H  -1.78  -0.61  0.90
H  -0.17  -1.17  1.88
H  -0.94  -0.15  -1.79
H  0.77  -0.53  -1.71
O  -0.44  -1.70  -0.36

Results
Charge   0
ΔE to the lowest compared entry with this formula, charge and spin   54.4 kcal/mol
E_HOMO   -0.3554 Eh
Gap between HOMO and LUMO   10.565 eV
E_LUMO   0.89 eV

Atom charges from the Löwdin analysis, given in e for atoms 1 to 8: -0.074, -0.601, -0.065, -0.111, -0.170, 0.106, 0.117, 0.066

***

Entry 8:
C22H22F4NO | ωB97M-V/def2-TZVPD

Cartesian coordinates (Å):
F  -0.19  -0.21  4.70
C  0.84  -0.54  3.84
C  1.82  -1.39  4.33
C  2.90  -1.61  3.50
F  3.87  -2.53  3.87
C  3.09  -0.90  2.32
C  2.14  0.02  1.88
C  2.58  0.91  0.68
C  1.88  2.24  0.53
C  2.16  2.91  -0.63
C  1.54  4.13  -0.90
F  1.86  4.77  -2.08
C  0.67  4.74  -0.01
C  0.49  4.08  1.23
F  -0.29  4.70  2.17
C  1.15  2.90  1.55
C  0.92  0.11  2.59
H  1.78  -1.86  5.33
H  4.01  -1.06  1.73
H  3.74  1.15  0.84
H  2.88  2.50  -1.35
H  0.22  5.70  -0.22
H  1.09  2.52  2.58
H  0.05  0.68  2.24
C  0.84  0.24  -2.29
C  1.35  -0.41  -1.03
C  2.75  0.20  -0.77
C  3.22  0.45  -2.21
N  4.47  0.48  -2.73
C  5.58  -0.11  -2.03
C  6.94  0.39  -2.56
O  7.02  0.28  -3.97
C  6.01  1.06  -4.63
C  4.61  0.67  -4.21
C  2.07  0.52  -3.18
H  0.14  -0.42  -2.80
H  0.30  1.18  -2.12
H  0.68  -0.16  -0.18
H  1.42  -1.51  -1.09
H  3.49  -0.44  -0.26
H  5.52  0.11  -0.94
H  5.56  -1.21  -2.16
H  7.08  1.43  -2.22
H  7.76  -0.26  -2.18
H  6.16  2.13  -4.43
H  6.17  0.84  -5.70
H  4.34  -0.27  -4.70
H  3.92  1.44  -4.57
H  2.17  -0.21  -4.01
H  2.00  1.52  -3.65

Results
Structure (SMILES)   Fc1cc(F)cc(C(c2cc(F)cc(F)c2)[C@H]2CCCC2=[N+]2CCOCC2)c1
Charge   +1
ΔE to the lowest compared entry with this formula, charge and spin   24.2 kcal/mol
E_HOMO   -0.4490 Eh
Gap between HOMO and LUMO   7.698 eV
E_LUMO   -4.52 eV

Atom charges from the Löwdin analysis, given in e for atoms 1 to 8: 0.054, -0.204, 0.077, -0.220, 0.052, 0.025, -0.170, -0.152

***

Sequential E_tot output: -1182.221793, -380.935120, -823.978676, -4022.070873, -4836.783795, -2447.563404, -271.665924, -1380.652196 Ha